1.
A cluster of 2 separate species, C5H9IO in total. Source: the Open Molecules 2025 dataset; level of theory: ωB97M-V/def2-TZVPD.

Geometry as XYZ:
```
16
C5H9IO, DFT ωB97M-V/def2-TZVPD
O -2.93604 -3.72703 -0.07508
C -3.74518 -2.57833 0.09620
C -3.21877 -1.37517 -0.06680
I -4.31340 0.47487 0.02843
H -2.02147 -3.53914 -0.58109
H -4.76734 -2.90538 0.08710
H -2.17377 -1.39314 -0.10985
C 1.24962 0.42741 -0.18004
C 0.19460 1.12836 -0.44891
C -0.33633 2.16014 0.45218
H 1.51294 -0.29932 -0.93437
H 2.04189 0.56775 0.56785
H -0.44035 1.02753 -1.32415
H -1.24062 1.74410 0.96181
H 0.51478 2.23840 1.26086
H -0.60372 3.03673 -0.06091
```

The largest force on an atom comes out at 0.0734 hartree/bohr. The LUMO energy is 0.3 eV. The charge is 0. The HOMO-LUMO gap comes out at 9.21 eV. The calculation puts the calculated total energy at -568.74371 a.u. Its SMILES is O/C=C/I.C=CC.

Results of the Mulliken charge analysis, in e, for atoms 1 through 4: number 1, O, carries -0.514; number 2, C, carries 0.254; number 3, C, carries -0.809; number 4, I, carries 0.015

***

2.
A structure of composition C4H2IN. Source: the Open Molecules 2025 dataset; level of theory: ωB97M-V/def2-TZVPD.

Geometry as XYZ:
```
8
C4H2IN, DFT ωB97M-V/def2-TZVPD
C 0.97553 -0.39424 1.34371
C -0.12025 0.26811 1.47958
C -0.78371 0.35807 -0.28704
C 0.80458 -0.48297 -0.11798
N -1.13367 0.77921 0.85983
I -1.93079 0.51677 -2.02061
H 1.50210 0.29386 -0.64839
H 0.68620 -1.33880 -0.60910
```

The largest force on an atom comes out at 0.1337 hartree/bohr. The LUMO energy is -0.7 eV. The charge is 0. The HOMO-LUMO gap comes out at 8.51 eV. The calculation puts the calculated total energy at -505.83119 a.u.

Results of the Mulliken charge analysis, in e, for atoms 1 through 4: number 1, C, carries -0.570; number 2, C, carries 0.504; number 3, C, carries -0.127; number 4, C, carries -0.156

***

3.
The molecule C5H11NO2. Source: the Open Molecules 2025 dataset; level of theory: ωB97M-V/def2-TZVPD.

Geometry as XYZ:
```
19
C5H11NO2, DFT ωB97M-V/def2-TZVPD
C 1.54149 0.42950 0.53066
C 0.21563 0.97481 0.20101
C -0.37178 -0.74309 -1.65287
C -0.63976 -0.35527 -0.20993
N -0.33174 1.73296 1.31732
C -1.92583 -0.51057 0.25891
O 0.55331 -1.22392 0.77316
O 2.43783 0.34587 -0.46281
H 3.28671 0.03336 -0.12296
H 0.57757 -2.15430 0.48389
H 1.91765 0.43482 1.54577
H 0.27209 1.61014 -0.68441
H -0.40976 1.12427 2.12860
H -1.29097 1.97789 1.08019
H -0.70406 -1.76575 -1.84024
H -0.90892 -0.07174 -2.32784
H 0.68747 -0.68914 -1.90387
H -2.70470 -0.89392 -0.38711
H -2.20223 -0.25593 1.27255
```

The largest force on an atom comes out at 0.0347 hartree/bohr. The LUMO energy is 0.2 eV. The charge is 0. The HOMO-LUMO gap comes out at 6.88 eV. The calculation puts the calculated total energy at -402.19353 a.u.

Results of the Mulliken charge analysis, in e, for atoms 1 through 4: number 1, C, carries -0.003; number 2, C, carries -0.401; number 3, C, carries -1.524; number 4, C, carries 1.222

***

4.
The molecule C4H5N3. Source: the Open Molecules 2025 dataset; level of theory: ωB97M-V/def2-TZVPD.

Geometry as XYZ:
```
12
C4H5N3, DFT ωB97M-V/def2-TZVPD
C -1.57141 -0.03620 0.26032
N -0.51016 -0.14895 -0.75692
C 0.76552 -0.14071 -0.06867
C 1.94528 -0.88709 -0.52069
N 2.80360 -1.65848 -0.60072
C 1.12237 1.20139 0.49354
N 1.30356 2.32136 0.73835
H -1.47090 -0.84874 0.99941
H -2.53709 -0.15626 -0.22682
H -1.54915 0.90811 0.82801
H -0.61392 0.47817 -1.53214
H 0.31231 -1.03260 0.38634
```

The largest force on an atom comes out at 0.0616 hartree/bohr. The LUMO energy is 0.5 eV. The charge is 0. The HOMO-LUMO gap comes out at 11.08 eV. The calculation puts the calculated total energy at -319.58982 a.u. Its SMILES is CNC(C#N)C#N.

Results of the Mulliken charge analysis, in e, for atoms 1 through 4: number 1, C, carries -0.861; number 2, N, carries -0.396; number 3, C, carries 0.603; number 4, C, carries -0.152

***

5.
A cluster of 2 separate species, C39H52N2O3P in total. Source: the Open Molecules 2025 dataset; level of theory: ωB97M-V/def2-TZVPD.

Geometry as XYZ:
```
97
C39H52N2O3P, DFT ωB97M-V/def2-TZVPD
C -3.41153 5.33323 -3.14054
C -3.55476 4.74136 -1.73487
C -2.51628 3.64385 -1.50046
C -2.43070 3.10793 -0.06638
O -1.25077 2.29364 0.06793
P -0.28631 2.32750 1.43859
O -0.71771 1.02236 2.33299
C -0.12022 0.43765 3.50914
C 1.40048 0.20399 3.48701
C 1.93938 -0.04428 4.89290
C 1.92375 1.17268 5.81380
O 1.12196 1.73515 0.77975
C 2.01594 2.60005 0.09168
C 3.17714 1.78163 -0.46067
C 4.35907 2.70287 -0.75975
C 5.51676 1.90861 -1.35997
H -4.15570 6.11420 -3.33072
H -2.42083 5.78154 -3.26217
H -3.53222 4.55612 -3.90163
H -3.41871 5.52405 -0.97712
H -4.56235 4.33047 -1.59532
H -2.74529 2.79795 -2.16642
H -1.53621 4.03969 -1.80941
H -2.41626 3.94812 0.64780
H -3.31988 2.49038 0.13912
H -0.38706 1.03690 4.38646
H -0.59723 -0.55224 3.62072
H 1.56643 -0.70310 2.89447
H 1.94435 1.01190 2.98039
H 1.31433 -0.83097 5.33048
H 2.95527 -0.45289 4.83133
H 2.51510 0.96944 6.70825
H 2.34740 2.06813 5.35121
H 0.90733 1.40118 6.14336
H 1.52401 3.11250 -0.75607
H 2.39904 3.37047 0.78337
H 3.47224 0.98997 0.24820
H 2.87192 1.28712 -1.39739
H 4.01339 3.48191 -1.45761
H 4.66078 3.21092 0.16767
H 6.39585 2.54711 -1.51672
H 5.80022 1.07789 -0.70414
H 5.20692 1.49810 -2.32849
C 2.36537 11.02556 1.70598
N 2.86896 10.15756 2.77783
C 3.57990 10.81014 3.83210
C 2.93105 11.77784 4.62237
C 3.62903 12.44886 5.62333
C 4.98512 12.17853 5.83322
C 5.63753 11.21890 5.05055
C 4.93483 10.51815 4.06649
C 2.12064 9.00686 3.05946
C 2.76337 7.84381 3.54407
C 2.03039 6.68823 3.75318
C 0.60140 6.68817 3.68264
C -0.17568 5.50921 3.89002
C -1.45200 5.44826 4.50491
C -2.27716 4.27668 4.40031
C -3.51995 4.21678 4.99555
C -3.96949 5.27366 5.81851
N -5.24461 5.20894 6.39051
C -6.38940 5.10526 5.48747
C -5.49306 5.40855 7.77541
C -5.74678 6.68526 8.29661
C -5.97685 6.84191 9.66316
C -5.97213 5.73086 10.51122
C -5.75956 4.45075 9.98725
C -5.53016 4.28400 8.62392
C -3.14252 6.40445 5.99656
C -1.96989 6.53153 5.27946
C -0.02547 7.90945 3.29782
C 0.72123 9.00146 2.89852
H 1.94839 10.40358 0.90241
H 1.59314 11.70826 2.08550
H 3.18890 11.62944 1.30284
H 1.87219 11.98042 4.44086
H 3.10676 13.18428 6.24172
H 5.53821 12.73817 6.59150
H 6.69616 11.00408 5.20650
H 5.41638 9.75780 3.45243
H 3.84446 7.87324 3.69601
H 2.54361 5.76130 4.01166
H 0.24847 4.56083 3.55836
H -1.91007 3.43097 3.81988
H -4.16216 3.33686 4.89330
H -7.27329 4.77602 6.04372
H -6.61580 6.09185 5.04581
H -6.17605 4.38655 4.68708
H -5.74621 7.54013 7.61561
H -6.13941 7.84305 10.06813
H -6.15571 5.86017 11.58056
H -5.74966 3.57553 10.63906
H -5.35888 3.29920 8.18609
H -3.46620 7.19821 6.68499
H -1.40565 7.46346 5.33846
H -1.11095 7.96393 3.25479
H 0.22332 9.87840 2.47986
```

The largest force on an atom comes out at 0.0294 hartree/bohr. The LUMO energy is -4.8 eV. The charge is +1. The HOMO-LUMO gap comes out at 5.86 eV. The calculation puts the calculated total energy at -2193.64479 a.u.

Results of the Mulliken charge analysis, in e, for atoms 1 through 4: number 1, C, carries -1.256; number 2, C, carries -0.281; number 3, C, carries -0.530; number 4, C, carries -0.483

***

6.
A structure of composition C34H20BrCl2N6O3Ru. Source: the Open Molecules 2025 dataset; level of theory: ωB97M-V/def2-TZVPD.

Geometry as XYZ:
```
67
C34H20BrCl2N6O3Ru, DFT ωB97M-V/def2-TZVPD
Ru -0.15378 0.83538 0.09023
Cl 5.61799 4.46641 -0.75560
C 3.96334 3.96239 -0.84542
C 3.54277 2.91067 -0.04885
C 2.22407 2.48023 -0.09882
N 1.69623 1.39357 0.62810
C 2.38286 0.68914 1.54851
O 3.49963 0.88613 1.99732
C 1.54558 -0.46550 2.04147
C 2.11931 -1.58702 2.77309
C 1.32462 -2.53323 3.27485
C -0.16874 -2.39868 3.19329
C -0.50415 -1.55993 1.97313
N 0.31478 -0.40177 1.72790
C 1.30316 3.12570 -0.94062
C 1.73933 4.18555 -1.72887
C 3.06300 4.59210 -1.68974
Cl 3.55698 5.90210 -2.70891
N 0.00111 2.58531 -0.93925
C -0.96902 3.00222 -1.77668
O -0.98134 4.00551 -2.47339
C -2.12732 2.04026 -1.85633
C -3.06120 2.21585 -2.86179
C -4.09603 1.30794 -2.98382
C -4.17050 0.26796 -2.07041
C -3.20862 0.18223 -1.08394
N -2.19314 1.04055 -0.97419
H 4.24174 2.42284 0.61015
H 3.19549 -1.59952 2.88788
H 1.74324 -3.36914 3.82621
H -0.53859 -1.97718 4.13384
H -2.29956 -1.47365 0.86854
H 1.04650 4.69619 -2.37596
H -2.94285 3.06069 -3.52447
H -4.83122 1.40843 -3.77116
H -4.96084 -0.46920 -2.11605
H -3.27351 -0.60241 -0.34746
Br 5.33888 -1.96340 -4.12955
C 3.71193 -1.30088 -3.41182
C 3.24755 -0.04230 -3.80741
C 2.06638 0.44211 -3.30189
C 1.29038 -0.29912 -2.38030
O 0.14730 0.17287 -1.96252
C 1.79457 -1.56814 -1.98170
C 1.15034 -2.35182 -0.96042
N 0.13617 -1.95529 -0.28820
C -0.27412 -2.58445 0.85989
C -0.61827 -3.78940 1.31470
C -0.97504 -3.66578 2.80580
C -2.41481 -3.26992 3.10557
C -2.83322 -2.03217 2.81770
C -4.01748 -1.40351 3.37729
C -4.16178 -0.07893 3.29396
C -3.15949 0.73718 2.59399
N -2.17878 0.27452 1.93123
C -2.00601 -1.17666 1.87956
C 3.00140 -2.05123 -2.51719
H 3.82864 0.54447 -4.50621
H 1.68859 1.41498 -3.59315
H 1.63427 -3.29926 -0.68882
H -0.70215 -4.71137 0.75637
H -0.69474 -4.55108 3.37547
H -3.04505 -3.93620 3.68765
H -4.71524 -2.00710 3.94733
H -4.98901 0.42496 3.77634
H -3.26673 1.81981 2.61164
H 3.37419 -3.02099 -2.20806
```

The largest force on an atom comes out at 0.0701 hartree/bohr. The LUMO energy (spin up / spin down) is -1.6 / -1.2 eV. The charge is 0. The spin multiplicity is 2. The HOMO-LUMO gap (spin up / spin down) comes out at 5.82 / 6.21 eV. The calculation puts the calculated total energy at -5451.14878 a.u.

Results of the Mulliken charge analysis, in e, for atoms 1 through 4: number 1, Ru, carries 0.035; number 2, Cl, carries -0.220; number 3, C, carries 0.079; number 4, C, carries -0.656